# 1
13
Properties=species:S:1:pos:R:3:nbo_charge:R:1 method="wB97M-V/def2-TZVPD" charge=0 energy_ha=-620.694756 smiles="C=C(C)I.O=NO" e_homo_ha=-0.336 e_above_lowest_kj_mol=413.8
C -1.95883 0.86276 -0.45276 -0.45
C -0.64479 0.72021 -0.50500 0.01
C 0.43677 1.35848 0.18093 -0.71
I 0.04083 -0.63382 -2.12609 0.01
H -2.53962 0.50800 -1.32560 0.21
H -2.58993 1.28323 0.27195 0.22
H 1.00941 0.55998 0.69991 0.24
H 0.00164 2.04177 0.84438 0.23
H 1.09328 1.77858 -0.46750 0.23
O 0.27164 -1.99048 1.80971 -0.26
N 1.03967 -1.62091 1.00447 0.33
O 1.65032 -2.69533 0.34382 -0.54
H 2.18960 -2.17246 -0.27821 0.48



# 2
13
Properties=species:S:1:pos:R:3:nbo_charge:R:1 method="wB97M-V/def2-TZVPD" charge=0 energy_ha=-620.850485 smiles="C[C@H](N)I.O=C=O" e_homo_ha=-0.333 e_above_lowest_kj_mol=4.9
C 0.01360 0.60142 1.30555 -0.67
C -0.31356 0.60843 -0.20141 -0.04
N 0.69010 0.20091 -1.04842 -0.85
I -1.09587 2.74015 -0.54137 -0.16
H 0.32700 -0.31166 1.73426 0.22
H -0.96796 0.80503 1.77840 0.23
H 0.69344 1.31328 1.73362 0.23
H -1.37676 0.16811 -0.37821 0.25
H 0.58338 0.32177 -2.10316 0.40
H 1.62969 0.68837 -0.74509 0.38
O -1.15613 -2.06410 -0.49362 -0.54
C -0.04129 -2.33302 -0.47451 1.03
O 1.01437 -2.73870 -0.56604 -0.50



# 3
10
Properties=species:S:1:pos:R:3:nbo_charge:R:1 method="wB97M-V/def2-TZVPD" charge=+1 energy_ha=-172.092917 e_homo_ha="-0.612 / -0.567" e_above_lowest_kj_mol=697.6
C 1.05950 -0.70570 -0.05566 0.53
C 1.16630 0.73965 -0.23935 -0.23
C -1.46391 0.06584 0.16789 -0.45
N -0.06385 -0.10941 0.00694 -0.27
H 1.76832 -3.32235 0.25528 0.13
H 1.58134 1.49254 0.42582 0.25
H 1.30393 1.20054 -1.19134 0.23
H -1.36036 1.00450 0.71509 0.25
H -2.05513 -0.63643 0.79662 0.29
H -1.93614 0.27081 -0.88128 0.28



# 4
11
Properties=species:S:1:pos:R:3:nbo_charge:R:1 method="wB97M-V/def2-TZVPD" charge=0 energy_ha=-227.343135 smiles="C[C@@H]1N=C1N" e_homo_ha=-0.341 e_above_lowest_kj_mol=214.5
C -0.91575 1.31119 0.08364 -0.63
C 0.21607 0.55629 -0.56244 -0.15
N -0.00763 -0.72984 -1.49711 -0.32
C 0.41963 -0.82324 -0.32197 0.37
N 0.92120 -1.62947 0.68914 -0.87
H -1.30980 2.09026 -0.57207 0.21
H -1.73044 0.63992 0.37767 0.21
H -0.54413 1.79699 0.99857 0.22
H 1.11397 1.14278 -0.77241 0.18
H 1.64856 -2.25234 0.37579 0.39
H 0.18833 -2.10253 1.20120 0.40



# 5
11
Properties=species:S:1:pos:R:3:nbo_charge:R:1 method="wB97M-V/def2-TZVPD" charge=0 energy_ha=-227.330087 e_homo_ha=-0.333 e_above_lowest_kj_mol=248.8
H -1.79007 1.61160 -0.01848 0.31
N -0.75458 1.52853 0.18308 -0.67
C -0.51771 0.26726 -0.00548 0.36
N -1.54010 -0.65576 -0.17053 -0.84
C 0.78044 -0.37164 0.26399 -0.26
C 2.02274 0.21693 -0.19018 -0.38
H -1.33700 -1.59962 -0.35779 0.39
H -2.51791 -0.35983 -0.04288 0.39
H 0.64648 -1.50846 0.91212 0.22
H 2.94739 -0.44472 0.14777 0.22
H 2.06031 1.31571 -0.72162 0.26



# 6
11
Properties=species:S:1:pos:R:3:nbo_charge:R:1 method="wB97M-V/def2-TZVPD" charge=0 energy_ha=-227.396479 e_homo_ha=-0.331 e_above_lowest_kj_mol=74.4
H 1.35527 -1.64847 0.75281 0.33
N 0.43530 -1.27048 0.55313 -0.73
C 0.47831 -0.08808 0.04537 0.40
N 1.59538 0.59048 -0.31472 -0.81
C -0.80933 0.59815 -0.26383 -0.27
C -1.99451 0.06826 0.01672 -0.31
H 1.55779 1.53949 -0.62124 0.39
H 2.51725 0.23947 -0.11679 0.39
H -0.71032 1.52225 -0.82345 0.19
H -2.92799 0.53059 -0.19858 0.20
H -2.05352 -0.89333 0.54878 0.22



# 7
11
Properties=species:S:1:pos:R:3:nbo_charge:R:1 method="wB97M-V/def2-TZVPD" charge=0 energy_ha=-227.351788 smiles="C1=NNCC1" e_homo_ha=-0.291 e_above_lowest_kj_mol=191.8
C 1.35325 0.30099 -0.00338 -0.02
N 1.30974 -0.97937 0.05765 -0.19
N -0.03186 -1.33314 -0.07347 -0.50
C -1.03052 -0.19982 0.06347 -0.23
C 0.00276 0.98694 -0.02372 -0.49
H 2.30225 0.90881 -0.01831 0.20
H -0.16558 -2.32213 -0.12132 0.39
H -1.68741 -0.15976 -0.82044 0.20
H -1.67060 -0.46748 1.02017 0.20
H -0.05998 1.70607 0.81112 0.22
H -0.32204 1.55887 -0.89176 0.22



# 8
11
Properties=species:S:1:pos:R:3:nbo_charge:R:1 method="wB97M-V/def2-TZVPD" charge=0 energy_ha=-227.409163 smiles=C[C@@H](N)C#N e_homo_ha=-0.382 e_above_lowest_kj_mol=41.1
C 1.25134 -0.09979 0.15825 -0.60
C -0.15218 0.01196 -0.43485 -0.15
N -0.96547 -1.08036 0.08009 -0.80
C -0.74327 1.35263 -0.18167 0.25
N -1.25734 2.37373 -0.00123 -0.33
H 1.88201 0.75029 -0.11289 0.23
H 1.18859 -0.14365 1.25204 0.21
H 1.70813 -1.02613 -0.19922 0.23
H -0.08649 -0.08769 -1.52537 0.23
H -1.94919 -0.93839 -0.12730 0.37
H -0.87613 -1.11261 1.09215 0.36